(1)
Molecular formula: C6H14N2O4P
Method: DFT, ωB97M-V with the def2-TZVPD basis set

Structure (ORCA input):
```
! wB97M-V def2-TZVPD RIJCOSX def2/J DEFGRID3
* xyz 1 1
O -0.118 2.174 1.882
O 1.305 0.122 2.389
O -1.234 -0.101 2.390
O -0.059 1.020 4.234
C 1.558 -1.103 3.084
C -1.721 -0.225 1.046
C -1.111 1.780 4.842
P -0.034 0.926 2.649
H 2.456 -1.561 2.636
H 1.751 -0.926 4.155
H 0.718 -1.811 2.990
H -1.987 0.757 0.620
H -2.627 -0.853 1.075
H -0.979 -0.706 0.387
H -0.898 1.846 5.922
H -1.166 2.802 4.431
H -2.092 1.294 4.707
C 4.203 3.591 -0.284
C 3.374 2.754 0.414
C 2.223 4.587 -0.098
N 3.463 4.708 -0.583
N 2.165 3.398 0.510
H 5.245 3.478 -0.586
H 3.549 1.767 0.842
H 1.417 5.316 -0.182
H 3.803 5.534 -1.108
H 1.321 3.028 0.983
*
```

The value obtained for the HOMO-LUMO gap is 11.5 eV. The value obtained for the HOMO energy is -14.09 eV. The lowest unoccupied orbital energy comes out at -2.6 eV. The energy above the lowest of the compared OMol25 structures with the same formula, charge and spin comes out at 0.0 kcal/mol.

(2)
Molecular formula: C4H5NO
Method: DFT, ωB97M-V with the def2-TZVPD basis set

Structure (ORCA input):
```
! wB97M-V def2-TZVPD RIJCOSX def2/J DEFGRID3
* xyz 0 1
C -1.858 0.063 0.179
C -0.418 0.354 -0.049
C 0.705 0.916 -0.349
C 2.058 -0.220 -0.166
N 1.599 -1.317 0.245
O 0.374 -1.511 0.467
H -2.041 -0.079 1.250
H -2.551 0.833 -0.185
H -2.102 -0.879 -0.322
H 1.110 1.870 -0.682
H 3.125 -0.030 -0.388
*
```

The value obtained for the HOMO-LUMO gap is 9.8 eV. The value obtained for the HOMO energy is -9.26 eV. The lowest unoccupied orbital energy comes out at 0.5 eV. The energy above the lowest of the compared OMol25 structures with the same formula, charge and spin comes out at 110.7 kcal/mol.

(3)
Molecular formula: C4H13NO3
Method: DFT, ωB97M-V with the def2-TZVPD basis set

Structure (ORCA input):
```
! wB97M-V def2-TZVPD RIJCOSX def2/J DEFGRID3
* xyz 0 1
C 0.601 -0.145 1.739
C 1.968 -0.043 2.409
O 0.505 0.838 0.768
O 0.403 -1.441 1.180
H 1.185 -1.650 0.651
H 0.605 -0.527 -2.398
H -0.203 -0.053 2.487
H 2.039 0.894 2.959
H 2.110 -0.878 3.096
H 2.744 -0.060 1.642
C -0.918 1.227 0.399
C -1.246 0.203 -2.882
N -0.280 -0.335 -1.945
O -0.746 -1.590 -1.442
H -0.565 -1.566 -0.482
H -1.557 -0.514 -3.650
H -1.327 1.629 1.334
H -0.820 2.033 -0.321
H -1.578 0.395 0.135
H -0.791 1.071 -3.362
H -2.129 0.513 -2.318
*
```

The value obtained for the HOMO-LUMO gap is 9.8 eV. The value obtained for the HOMO energy is -8.81 eV. The lowest unoccupied orbital energy comes out at 1.0 eV. The energy above the lowest of the compared OMol25 structures with the same formula, charge and spin comes out at 78.7 kcal/mol. As for the structure (SMILES): CO[C@H](C)O.CNO.

(4)
Molecular formula: C3H3IS
Method: DFT, ωB97M-V with the def2-TZVPD basis set

Structure (ORCA input):
```
! wB97M-V def2-TZVPD RIJCOSX def2/J DEFGRID3
* xyz 0 1
C -0.402 0.345 -0.394
C -0.840 1.526 0.416
C 0.605 -0.535 0.163
S -2.056 0.354 0.494
I 2.591 -0.002 -0.452
H -0.803 0.320 -1.458
H 0.418 -1.661 -0.066
H 0.488 -0.347 1.296
*
```

The value obtained for the HOMO-LUMO gap is 8.7 eV. The value obtained for the HOMO energy is -9.23 eV. The lowest unoccupied orbital energy comes out at -0.6 eV. The energy above the lowest of the compared OMol25 structures with the same formula, charge and spin comes out at 29.7 kcal/mol.

(5)
Molecular formula: C8H13O
Method: DFT, ωB97M-V with the def2-TZVPD basis set

Structure (ORCA input):
```
! wB97M-V def2-TZVPD RIJCOSX def2/J DEFGRID3
* xyz 0 2
C 2.679 -3.992 -0.900
C 1.808 -2.985 -1.226
C 2.028 -1.633 -0.786
C 1.035 -0.677 -0.835
H 2.408 -5.040 -1.057
H 3.549 -3.766 -0.273
H 0.868 -3.193 -1.801
H 3.036 -1.393 -0.387
H 1.333 0.377 -0.651
H 0.187 -0.890 -1.514
C -0.370 -0.055 0.634
C -1.415 0.881 0.536
C -1.204 2.163 0.956
C -2.100 3.359 0.703
O -3.380 3.118 1.279
H -0.593 -1.142 0.544
H 0.438 0.275 1.339
H -2.408 0.569 0.138
H -0.233 2.389 1.485
H -1.580 4.224 1.164
H -2.151 3.534 -0.396
H -3.937 3.878 1.049
*
```

The value obtained for the HOMO-LUMO gap (alpha / beta) is 7.5 / 7.8 eV. The value obtained for the HOMO energy (alpha / beta) is -6.86 / -8.33 eV. The lowest unoccupied orbital energy (alpha / beta) comes out at 0.6 / -0.5 eV. Its expectation value of S² is 0.839.

(6)
Molecular formula: C27H26F5N6O2PRuSSe
Method: DFT, ωB97M-V with the def2-TZVPD basis set

Structure (ORCA input):
```
! wB97M-V def2-TZVPD RIJCOSX def2/J DEFGRID3
* xyz 1 6
Ru -0.427 0.362 0.505
O -4.380 2.013 -0.040
C -3.425 1.316 0.257
O -2.283 1.723 0.616
C -3.547 -0.206 0.100
C -4.798 -0.841 0.173
C -4.862 -2.189 -0.054
C -3.689 -2.895 -0.392
C -3.669 -4.274 -0.685
C -2.494 -4.906 -0.984
C -1.288 -4.188 -1.018
C -1.276 -2.845 -0.764
C -2.466 -2.170 -0.439
N -2.430 -0.841 -0.183
H -5.672 -0.256 0.409
H -5.797 -2.724 0.020
H -4.598 -4.823 -0.659
H -2.483 -5.964 -1.195
H -0.372 -4.711 -1.245
H -0.361 -2.256 -0.792
C 4.577 -1.318 0.285
N 4.311 0.090 0.047
C 4.609 0.427 -1.333
N 3.829 -0.382 -2.251
C 4.083 -1.789 -1.991
N 3.795 -2.150 -0.612
C 2.393 -2.129 -0.311
P 1.642 -0.412 -0.535
C 2.994 0.480 0.443
C 2.429 -0.066 -2.215
H 4.337 -1.567 1.323
H 5.639 -1.509 0.107
H 5.668 0.233 -1.518
H 4.403 1.487 -1.500
H 5.137 -1.993 -2.194
H 3.462 -2.396 -2.654
H 2.227 -2.450 0.726
H 1.878 -2.827 -0.980
H 2.853 0.240 1.504
H 2.870 1.561 0.287
H 2.288 1.000 -2.429
H 1.913 -0.662 -2.976
C -1.263 0.896 -3.023
N -1.918 2.097 -2.586
C -3.126 2.557 -3.025
C -3.432 3.659 -2.290
N -2.410 3.868 -1.420
C -2.384 4.817 -0.347
C -1.487 2.911 -1.600
Se 0.150 2.822 -0.728
H -1.989 0.237 -3.495
H -0.837 0.382 -2.144
H -0.465 1.118 -3.734
H -3.660 2.062 -3.810
H -4.300 4.283 -2.327
H -3.197 5.527 -0.465
H -1.427 5.338 -0.333
H -2.504 4.277 0.595
F 3.143 2.167 6.371
C 2.307 1.538 5.552
C 1.657 0.375 5.971
F 1.864 -0.081 7.201
C 0.822 -0.313 5.100
F 0.219 -1.426 5.506
C 0.610 0.141 3.790
S -0.307 -0.801 2.663
C 1.212 1.349 3.426
F 0.943 1.837 2.185
C 2.073 2.033 4.269
F 2.687 3.136 3.847
*
```

The value obtained for the HOMO-LUMO gap (alpha / beta) is 7.4 / 5.8 eV. The value obtained for the HOMO energy (alpha / beta) is -10.41 / -10.95 eV. The lowest unoccupied orbital energy (alpha / beta) comes out at -3.0 / -5.1 eV. The energy above the lowest of the compared OMol25 structures with the same formula, charge and spin comes out at 17.8 kcal/mol. Its expectation value of S² is 8.776.